Entry 1:
This record from OMol25 describes C28H23Cl2N3PRhS2 as an isolated structure. The level of theory is ωB97M-V/def2-TZVPD.

Charge: +2
ΔE to the lowest compared entry with this formula, charge and spin (kcal per mole): 23.50
Lowest unoccupied orbital energy (spin up / spin down) (Ha): -0.2626 / -0.2626

Geometry as XYZ:
```
60
C28H23Cl2N3PRhS2 ωB97M-V/def2-TZVPD
Rh -0.599 -0.984 -0.779
Cl -2.057 -2.928 -0.385
C -3.726 -2.426 -0.554
C -4.718 -3.388 -0.548
C -6.025 -2.948 -0.648
C -6.303 -1.588 -0.742
C -5.276 -0.665 -0.759
Cl -5.637 1.023 -0.885
C -3.943 -1.073 -0.675
S -2.649 0.107 -0.752
H -4.477 -4.439 -0.468
H -6.833 -3.666 -0.647
H -7.325 -1.239 -0.804
N -0.294 1.939 -0.314
P -0.011 0.602 0.694
C 1.699 0.748 1.221
C 2.505 -0.375 1.359
C 3.802 -0.243 1.838
C 4.288 1.011 2.172
C 3.479 2.135 2.043
C 2.184 2.009 1.572
C -0.959 0.928 2.170
C -2.151 1.659 2.156
C -2.836 1.864 3.340
C -2.358 1.325 4.530
C -1.184 0.586 4.545
C -0.483 0.384 3.368
C -0.376 1.750 -1.669
C -0.625 2.770 -2.584
C -0.698 2.449 -3.918
C -0.493 1.129 -4.334
C -0.252 0.176 -3.385
N -0.205 0.481 -2.068
H -0.432 2.866 0.059
H 2.099 -1.350 1.124
H 4.426 -1.117 1.971
H 5.295 1.117 2.555
H 3.854 3.110 2.323
H 1.559 2.891 1.497
H -2.544 2.063 1.235
H -3.747 2.447 3.336
H -2.905 1.484 5.449
H -0.811 0.174 5.472
H 0.438 -0.186 3.383
H -0.776 3.781 -2.234
H -0.913 3.221 -4.645
H -0.523 0.854 -5.378
H -0.072 -0.860 -3.638
S 1.171 -2.434 -1.394
C 2.818 -1.874 -1.365
N 3.717 -2.681 -0.762
C 5.050 -2.462 -0.753
C 5.558 -1.355 -1.372
C 4.668 -0.481 -2.003
C 3.312 -0.735 -1.996
H 3.351 -3.520 -0.324
H 5.656 -3.201 -0.249
H 6.623 -1.179 -1.377
H 5.050 0.392 -2.516
H 2.611 -0.076 -2.488
```

Entry 2:
This record from OMol25 describes C28H23Co2N4O6 as an isolated structure. The level of theory is ωB97M-V/def2-TZVPD.

Charge: -1
ΔE to the lowest compared entry with this formula, charge and spin (kcal per mole): 0.00
Lowest unoccupied orbital energy (Ha): 0.0628

Geometry as XYZ:
```
63
C28H23Co2N4O6 ωB97M-V/def2-TZVPD
C 9.212 0.988 2.276
C 8.376 -0.080 2.012
C 7.058 0.140 1.675
C 6.562 1.441 1.598
C 5.175 1.720 1.232
C 4.203 0.807 0.910
N 3.112 1.587 0.654
C 1.764 1.115 0.351
C 0.982 0.853 1.630
C -0.415 0.249 1.373
C -1.344 0.883 2.425
C -0.636 2.170 2.884
N 0.753 2.121 2.372
N 3.413 2.877 0.826
N 4.636 2.972 1.160
C 7.414 2.505 1.869
C 8.730 2.281 2.204
H 10.245 0.812 2.530
H 8.753 -1.089 2.060
H 6.404 -0.688 1.466
H 4.277 -0.264 0.856
H 1.269 1.886 -0.242
H 1.832 0.220 -0.270
H 1.562 0.174 2.275
H -0.743 0.505 0.359
H -0.397 -0.847 1.435
H -2.340 1.094 2.016
H -1.496 0.202 3.270
H -1.118 3.061 2.466
H -0.650 2.289 3.974
H 1.458 2.259 3.102
H 7.022 3.508 1.804
H 9.384 3.117 2.401
O -5.429 -5.989 -0.366
C -4.830 -5.078 -0.693
Co -3.863 -3.631 -1.210
C -2.115 -3.828 -0.893
O -0.996 -3.877 -0.690
C -4.015 -3.400 -3.005
O -4.081 -3.212 -4.125
C -4.432 -2.327 0.267
C -4.171 -1.608 -0.974
C -2.817 -1.072 -1.227
C -2.524 -0.288 -2.328
C -1.187 -0.139 -2.800
C -0.934 0.547 -3.956
C -1.975 1.127 -4.671
C -3.283 1.015 -4.226
C -3.563 0.318 -3.086
Co -6.162 -1.539 -0.426
C -7.261 -2.927 0.085
O -7.939 -3.788 0.395
C -6.567 -1.146 -2.152
O -6.769 -0.870 -3.238
C -6.289 -0.026 0.544
O -6.329 0.943 1.143
H -4.161 -1.750 1.155
H -2.009 -1.510 -0.663
H -0.391 -0.657 -2.287
H 0.071 0.584 -4.343
H -1.759 1.634 -5.595
H -4.091 1.442 -4.805
H -4.586 0.187 -2.782
```

Entry 3:
This record from OMol25 describes C28H23F3FeIN7O5S as an isolated structure. The level of theory is ωB97M-V/def2-TZVPD.

2S+1: 6
Charge: +1
ΔE to the lowest compared entry with this formula, charge and spin (kcal per mole): 3.28
Lowest unoccupied orbital energy (spin up / spin down) (Ha): -0.0834 / -0.1505

Geometry as XYZ:
```
69
C28H23F3FeIN7O5S ωB97M-V/def2-TZVPD
Fe -0.543 -0.474 0.500
C 1.265 -0.925 3.123
N 0.034 -0.176 2.897
C 0.095 1.227 3.290
C 0.155 2.059 2.052
N 0.093 1.548 0.850
C 0.190 2.625 -0.041
C 0.226 2.648 -1.433
C 0.317 3.883 -2.041
C 0.381 5.067 -1.290
C 0.374 5.051 0.091
C 0.286 3.803 0.694
N 0.265 3.404 2.027
C 2.126 -0.743 1.916
N 1.615 -0.700 0.717
C 2.693 -0.555 -0.163
C 2.735 -0.423 -1.550
C 3.976 -0.322 -2.142
C 5.158 -0.334 -1.382
C 5.130 -0.443 -0.007
C 3.874 -0.555 0.579
N 3.473 -0.672 1.906
H 1.803 -0.604 4.020
H 1.027 -1.984 3.242
H -0.779 -0.647 3.278
H -0.790 1.499 3.858
H 0.965 1.435 3.921
H 0.196 1.730 -2.006
H 0.341 3.944 -3.121
H 0.450 6.015 -1.806
H 0.439 5.965 0.666
H 0.330 4.003 2.832
H 1.827 -0.392 -2.133
H 4.044 -0.234 -3.217
H 6.111 -0.243 -1.886
H 6.037 -0.442 0.581
H 4.072 -0.698 2.714
O -3.163 -3.160 1.899
C -2.179 -2.684 1.400
O -1.845 -1.406 1.471
C -1.154 -3.497 0.682
C -1.313 -4.852 0.463
C -0.325 -5.515 -0.243
C 0.780 -4.799 -0.676
C 0.858 -3.448 -0.395
N -0.096 -2.799 0.275
H -2.201 -5.339 0.837
H -0.417 -6.571 -0.459
H 1.572 -5.275 -1.237
H 1.706 -2.866 -0.727
F -0.806 -1.546 -5.025
C -0.272 -1.174 -3.878
F 0.739 -2.000 -3.580
F 0.230 0.060 -4.007
S -1.528 -1.218 -2.536
O -1.770 -2.597 -2.266
O -2.601 -0.394 -2.989
O -0.712 -0.542 -1.443
I -3.627 0.389 3.268
C -3.759 0.999 1.266
C -5.007 1.485 0.914
C -5.181 2.022 -0.350
C -4.101 2.060 -1.203
C -2.906 1.515 -0.774
N -2.710 0.974 0.437
H -5.822 1.444 1.621
H -6.148 2.406 -0.649
H -4.172 2.477 -2.197
H -2.060 1.509 -1.434
```

Q: Look up the ΔE to the lowest compared entry with this formula, charge and spin of the second one.
A: 0.00 kcal per mole

Q: Which of these has the lowest ΔE to the lowest compared entry with this formula, charge and spin?
A: C28H23Co2N4O6